# 1
The following is a DFT calculation (ωB97M-V/def2-TZVPD) of a structure of composition C18H27ClNO4P2Yb.

Properties
- ΔE to the lowest compared entry with this formula, charge and spin: 0.0 kJ/mol
- LUMO level (alpha / beta): -6.1613 / -6.7242 eV
- Kohn-Sham gap (alpha / beta): 6.99 / 7.25 eV
- Expectation value of S²: 0.78

The geometry in ORCA input format:
```
! RIJCOSX wB97M-V def2-TZVPD def2/J DEFGRID3
* xyz 2 2
Yb 0.5380 -0.9097 0.2532
P -2.0050 -1.6366 -1.1506
C -1.0405 -1.8228 -2.6073
C -0.0912 -0.9059 -3.1077
N 0.5816 -0.0343 -2.2541
C 1.0921 1.0745 -2.8179
C 1.0920 1.2986 -4.2033
C 0.6312 0.3046 -5.0528
C 0.0761 -0.8205 -4.5105
C 1.7036 2.1670 -1.9669
P 2.2509 1.6717 -0.2843
H -0.3240 -1.6131 -5.1391
H 1.5297 2.2365 -4.5735
H 0.6804 0.4696 -6.1318
H 2.5728 2.5862 -2.4988
H 0.9781 2.9914 -1.8516
H 1.6331 -4.2337 -1.4038
H -1.0790 -2.8087 -3.0909
H 5.3963 -1.1956 1.1831
O 1.4340 -3.5769 -0.7272
H 1.5880 -4.1059 0.1060
H 0.1671 -1.0059 3.3891
O 4.4901 -1.1857 0.8776
H 4.0173 -0.7968 1.6622
C 3.9964 1.3172 -0.7491
H 4.4770 2.2209 -1.1523
H 4.5326 0.9448 0.1315
H 4.0266 0.5160 -1.4978
C 2.5404 3.3893 0.3509
H 2.6427 3.3322 1.4464
H 3.4642 3.8250 -0.0673
H 1.6876 4.0431 0.1011
C -3.5202 -1.0003 -1.9801
H -4.0514 -1.8112 -2.4944
H -4.1714 -0.5281 -1.2345
H -3.2175 -0.2566 -2.7268
C -2.4687 -3.4067 -0.8708
H -3.0026 -3.4733 0.0903
H -3.1206 -3.7649 -1.6802
H -1.5561 -4.0202 -0.8201
Cl -4.2329 1.4404 7.0626
C -3.2689 1.1295 5.6847
C -3.6119 1.6631 4.4301
C -2.7776 1.4140 3.3318
C -1.6257 0.6165 3.4995
C -1.2796 0.1168 4.7582
C -2.1048 0.3710 5.8497
C -0.8125 0.2475 2.3407
O -0.9785 0.5385 1.1467
O 0.2459 -0.6156 2.5024
H -4.5045 2.2665 4.3525
H -3.0327 1.8229 2.3547
H -0.3805 -0.4846 4.9244
H -1.8072 -0.0019 6.8161
*
```

Mulliken population analysis, charges in e, atoms 1 to 8:
1 Yb 0.89
2 P 0.68
3 C -1.10
4 C 1.05
5 N 0.12
6 C 0.44
7 C -0.73
8 C -0.54

# 2
The following is a DFT calculation (ωB97M-V/def2-TZVPD) of a structure of composition C18H27ClOV.

Properties
- ΔE to the lowest compared entry with this formula, charge and spin: 0.0 kJ/mol
- LUMO level (alpha / beta): -8.0558 / -8.0484 eV
- Kohn-Sham gap (alpha / beta): 7.10 / 7.06 eV
- Expectation value of S²: 0.81

The geometry in ORCA input format:
```
! RIJCOSX wB97M-V def2-TZVPD def2/J DEFGRID3
* xyz 2 2
C 0.0582 -0.0341 -4.5066
C 1.4332 0.4662 -4.4416
C -0.1879 -1.4556 -4.7602
C -1.0655 0.9045 -4.4712
Cl -0.0426 -0.5784 -1.2028
H -0.2170 -1.6914 -5.8377
H -1.1501 -1.7714 -4.3363
H 0.5997 -2.0781 -4.3160
H 1.8379 0.7155 -5.4374
H 2.1052 -0.2819 -4.0004
H 1.4940 1.3784 -3.8335
H -1.3395 1.2712 -5.4753
H -0.8256 1.7862 -3.8625
H -1.9613 0.4316 -4.0470
C 1.1330 -1.8078 2.6474
C 0.6481 -3.0357 2.0550
C 1.1458 -3.1063 0.7113
H 0.0803 -3.8116 2.5651
C 1.9772 -1.9518 0.4936
C 1.9464 -1.1432 1.6726
H 2.5570 -0.2618 1.8506
H 1.0111 -1.5014 3.6869
H 1.0058 -3.9421 0.0262
H 2.5759 -1.7550 -0.3911
C -1.9283 -0.2132 2.1505
C -1.7946 -1.5606 2.6154
C -2.1496 -2.4458 1.5285
H -1.5517 -1.8494 3.6319
C -2.5412 -1.6351 0.4168
C -2.4014 -0.2578 0.7982
H -2.6639 0.6087 0.2019
H -1.8487 0.6735 2.7671
H -2.1943 -3.5301 1.5649
H -2.9354 -2.0120 -0.5228
V -0.3194 -1.3356 0.9629
C 0.6455 3.7799 1.7014
C 0.4442 3.3788 3.1729
C 0.7661 1.8890 3.1956
O 0.5051 1.3678 1.8791
C 0.4482 2.4692 0.9419
H -0.0666 4.5422 1.3807
H 1.6605 4.1501 1.5325
H -0.6102 3.5151 3.4415
H 1.0543 3.9445 3.8738
H 1.8281 1.7232 3.4503
H 0.1530 1.3272 3.9134
H -0.5304 2.4295 0.4426
H 1.2109 2.2949 0.1695
*
```

Mulliken population analysis, charges in e, atoms 1 to 8:
1 C 1.04
2 C -1.09
3 C -1.10
4 C -1.10
5 Cl -0.34
6 H 0.42
7 H 0.33
8 H 0.33

# 3
The following is a DFT calculation (ωB97M-V/def2-TZVPD) of a structure of composition C18H27EuN2O5P2S.

Properties
- LUMO level (alpha / beta): -2.8940 / -2.9068 eV
- Kohn-Sham gap (alpha / beta): 7.11 / 8.83 eV
- Expectation value of S²: 15.76

The geometry in ORCA input format:
```
! RIJCOSX wB97M-V def2-TZVPD def2/J DEFGRID3
* xyz 1 8
Eu -0.1811 -1.2363 0.1241
P -2.6863 -0.1859 -0.5634
C -2.3136 0.2395 -2.3295
C -0.9053 0.6294 -2.6907
N 0.1505 0.3297 -1.9013
C 1.3710 0.8130 -2.2453
C 1.5609 1.5081 -3.4384
C 0.4828 1.7583 -4.2830
C -0.7707 1.3033 -3.9011
C 2.5701 0.6037 -1.3347
P 2.6300 -1.0472 -0.4777
H -1.6687 1.4877 -4.4950
H 2.5788 1.8080 -3.6836
H 0.6202 2.3069 -5.2132
H 3.5037 0.6778 -1.9181
H 2.6105 1.3779 -0.5432
H -2.6667 -0.6230 -2.8816
H -2.9954 1.0725 -2.5880
H -1.5185 -2.9552 -3.0195
O -2.1232 -3.1588 -3.7366
H -1.5528 -3.1397 -4.5279
H -0.4622 -4.3413 -0.0846
O 0.0521 -3.6870 -0.5473
H 0.3700 -4.1695 -1.3564
C 3.2834 -2.1173 -1.8055
H 4.2640 -1.7555 -2.1346
H 3.3909 -3.1362 -1.4078
H 2.5981 -2.1408 -2.6624
C 4.0926 -0.7603 0.5580
H 4.1977 -1.6113 1.2412
H 4.9944 -0.6716 -0.0582
H 3.9490 0.1473 1.1578
C -3.4356 1.4288 -0.1793
H -4.2843 1.6277 -0.8501
H -3.7707 1.3670 0.8645
H -2.6766 2.2186 -0.2672
C -4.1649 -1.2569 -0.8162
H -4.4450 -1.6321 0.1828
H -4.9967 -0.6693 -1.2415
H -3.9281 -2.1196 -1.4683
O -0.6962 -1.5290 2.5698
C -0.2743 -0.3438 2.7662
N 0.1797 0.3911 1.7073
S 0.6784 1.9403 1.9947
O 2.0896 2.0267 1.6769
O -0.2506 2.8414 1.3519
C 0.3632 1.7004 3.7362
C 0.6038 2.6222 4.7469
C 0.3025 2.2500 6.0638
C -0.2386 0.9835 6.3521
C -0.4797 0.0685 5.3224
C -0.1587 0.4460 4.0097
H 1.0244 3.5899 4.4804
H 0.4919 2.9463 6.8760
H -0.4628 0.7059 7.3831
H -0.8967 -0.9296 5.4850
*
```

Mulliken population analysis, charges in e, atoms 1 to 8:
1 Eu 0.52
2 P 0.71
3 C -1.39
4 C 0.66
5 N 0.31
6 C 0.52
7 C -0.98
8 C -0.58

# 4
The following is a DFT calculation (ωB97M-V/def2-TZVPD) of a cluster of 2 separate species, C18H27F5N5O7 in total.

Properties
- LUMO level: -6.0849 eV
- Kohn-Sham gap: 5.35 eV

The geometry in ORCA input format:
```
! RIJCOSX wB97M-V def2-TZVPD def2/J DEFGRID3
* xyz 1 1
C -1.7698 2.3954 -1.7295
C -0.3461 2.9980 -2.2786
O 0.0389 2.6551 -3.5200
O 0.4816 3.9308 -1.4580
C 1.7282 3.2532 -1.0091
C 1.6279 2.8568 0.6124
C 2.8530 1.7574 0.8668
C 2.4169 0.4498 1.7376
C 2.1454 1.1008 3.2103
N 3.7847 -0.2298 1.9644
C 3.3405 -1.5411 2.6031
N 3.9022 -2.1092 3.7197
N 2.1577 -1.9162 1.7391
C 2.4061 -3.1607 0.9483
O 3.5844 -3.8047 1.1864
N 1.5513 -3.7797 -0.1330
C 0.8735 -5.0594 0.3034
O 0.5930 -5.4036 1.5637
F 0.4404 -5.9850 -0.8083
C 1.4600 -0.7301 1.1242
C 1.2854 -0.5706 -0.4878
C 2.6246 -0.7713 -1.4014
O 3.8615 -1.0444 -0.9877
O 2.4346 -0.6941 -2.8875
C -0.0005 -0.8033 1.9425
F 0.1782 -1.3568 3.3393
F -0.6921 0.5407 1.9690
C -1.0961 -1.8133 1.2510
F -2.2319 -1.0426 0.6198
F -1.7161 -2.6766 2.3236
H -1.6992 1.8892 -0.6585
H -2.5871 3.2389 -1.7598
H -2.1167 1.5506 -2.4891
H 2.6874 3.9316 -1.1671
H 1.9443 2.2504 -1.6143
H 1.8294 3.8384 1.2470
H 0.5584 2.4084 0.7553
H 3.4273 1.5492 -0.1294
H 3.6307 2.3545 1.5511
H 3.0357 1.8040 3.5824
H 1.9327 0.3480 4.0766
H 1.1976 1.8253 3.1678
H 4.3624 0.3678 2.6150
H 3.6811 -1.8028 4.7131
H 4.5530 -2.9421 3.6370
H 2.1842 -3.9376 -0.9737
H 0.8848 0.5300 -0.7207
H 0.4618 -1.2843 -0.9758
H 2.7303 0.2325 -3.1288
H -0.6820 -2.5085 0.4123
C -6.2811 1.0195 -3.7748
C -5.0215 1.0299 -2.9536
O -3.9661 1.4897 -3.3821
N -5.0731 0.5073 -1.6948
C -6.2056 -0.0749 -1.0152
H -6.0828 1.4682 -4.7524
H -6.6188 -0.0085 -3.9290
H -7.0574 1.6059 -3.2767
H -4.1871 0.5502 -1.2050
H -6.3841 0.4985 -0.1023
H -5.9489 -1.1032 -0.7493
H -7.1072 -0.0718 -1.6291
*
```

Mulliken population analysis, charges in e, atoms 1 to 8:
1 C -0.51
2 C 0.47
3 O -0.54
4 O -0.38
5 C -0.41
6 C -0.12
7 C -1.22
8 C -0.19

# 5
The following is a DFT calculation (ωB97M-V/def2-TZVPD) of a structure of composition C18H27N2O5P2STm.

Properties
- ΔE to the lowest compared entry with this formula, charge and spin: 0.0 kJ/mol
- LUMO level (alpha / beta): -7.5630 / -7.5556 eV
- Kohn-Sham gap (alpha / beta): 4.32 / 4.33 eV
- Expectation value of S²: 2.00

The geometry in ORCA input format:
```
! RIJCOSX wB97M-V def2-TZVPD def2/J DEFGRID3
* xyz 2 3
Tm 0.4415 -0.1513 0.5024
P -1.9219 1.4063 0.9021
C -2.7893 -0.1451 0.9316
C -2.5316 -1.1636 -0.0536
N -1.2471 -1.3549 -0.6062
C -1.0873 -2.2318 -1.6321
C -2.1691 -2.9233 -2.1760
C -3.4395 -2.7682 -1.5919
C -3.6042 -1.9486 -0.5155
C 0.3041 -2.4243 -2.2318
P 1.7084 -2.0488 -1.1174
H -4.5593 -1.7872 0.0135
H -1.9928 -3.5629 -3.0425
H -4.2817 -3.2957 -1.9970
H 0.4354 -3.4697 -2.5705
H 0.4320 -1.7683 -3.1179
H -1.6738 -1.0045 2.3636
H -3.6446 -0.2245 1.5947
H 1.6750 -1.5391 2.8407
O -0.7151 -1.1783 2.3910
H -0.8011 -2.1393 2.4227
H 2.0926 0.6872 1.2916
O 1.9374 -1.4702 1.9384
H 2.8389 -1.0871 2.1130
C 1.9598 -3.6790 -0.3383
H 2.1586 -4.4304 -1.1131
H 2.8081 -3.6401 0.3553
H 1.0655 -3.9780 0.2226
C 3.1025 -1.9871 -2.2846
H 3.9523 -1.4871 -1.7980
H 3.4047 -3.0012 -2.5866
H 2.8127 -1.4061 -3.1716
C -3.1340 2.2296 -0.1946
H -4.0033 2.5395 0.4026
H -2.6489 3.0849 -0.6703
H -3.4466 1.5039 -0.9581
C -2.2099 2.1422 2.5637
H -1.4496 2.9164 2.7427
H -3.2095 2.5975 2.5965
H -2.1187 1.3693 3.3405
O 1.0435 1.4676 -0.8399
C 1.7731 2.1285 -0.0111
N 1.8321 1.6463 1.2252
S 2.9123 2.4359 2.4255
O 2.0109 2.8054 3.4618
O 3.9789 1.4537 2.6520
C 3.1557 3.6127 1.1497
C 4.0239 4.6741 1.3303
C 4.1259 5.5810 0.2791
C 3.3852 5.4073 -0.8970
C 2.5374 4.3161 -1.0948
C 2.4599 3.3839 -0.0340
H 4.5855 4.7474 2.2595
H 4.7887 6.4181 0.3878
H 3.4723 6.1313 -1.6985
H 1.9545 4.1256 -1.9842
*
```

Mulliken population analysis, charges in e, atoms 1 to 8:
1 Tm 0.13
2 P 1.00
3 C -2.10
4 C 1.49
5 N 0.34
6 C 0.66
7 C -0.93
8 C -0.47

# 6
The following is a DFT calculation (ωB97M-V/def2-TZVPD) of a cluster of 2 separate species, C18H27N3O12P2S in total.

Properties
- LUMO level: -0.4985 eV
- Kohn-Sham gap: 7.87 eV
- Structure (SMILES): NP(O)[C@@](CCOC=O)(CON=O)O[C@H](CNP(O)(O)=S)CC(=O)c1ccccc1.O=C1OCCO1

The geometry in ORCA input format:
```
! RIJCOSX wB97M-V def2-TZVPD def2/J DEFGRID3
* xyz 0 1
N -1.7138 -2.1317 2.7925
P -0.9582 -0.6557 2.2956
O 0.5772 -1.0288 2.7394
C -0.8291 -0.9865 0.3859
C -1.2689 -2.4161 0.0494
C -0.9670 -2.8063 -1.4016
O -2.1794 -3.3448 -1.9748
C -2.0733 -3.7280 -3.2629
O -2.9811 -3.6743 -4.0400
C -1.7530 -0.0395 -0.3901
O -1.8687 1.2258 0.2626
N -3.0778 1.9170 -0.0701
O -3.1906 2.1109 -1.2094
O 0.5244 -0.9312 -0.0371
C 1.2385 0.2960 0.1464
C 1.2064 1.1597 -1.1130
N 2.0184 2.3808 -0.8784
P 1.1979 3.8295 -0.8423
O 2.4137 4.8675 -0.9221
O 0.5083 4.0407 -2.2695
S 0.0051 4.0465 0.6483
C 2.6934 -0.0324 0.5621
C 3.7080 -0.1830 -0.5623
O 4.4453 0.7389 -0.8455
C 3.8680 -1.4760 -1.3049
C 2.8613 -2.4293 -1.4237
C 3.0721 -3.5831 -2.1595
C 4.2983 -3.8090 -2.7661
C 5.3136 -2.8727 -2.6298
C 5.1006 -1.7145 -1.9102
H -1.7735 -2.1208 3.8058
H -2.6628 -2.1732 2.4361
H 0.6486 -1.9156 3.1144
H -2.3328 -2.5548 0.2216
H -0.7341 -3.1009 0.7044
H -0.1918 -3.5735 -1.4380
H -0.6383 -1.9567 -1.9978
H -1.0726 -4.1133 -3.5230
H -1.3520 0.0731 -1.4007
H -2.7394 -0.4957 -0.5040
H 0.8157 0.9009 0.9521
H 0.1850 1.4479 -1.3578
H 1.5964 0.6055 -1.9677
H 2.7586 2.4145 -1.5718
H 3.1058 4.5737 -0.3145
H -0.4230 4.2517 -2.1219
H 2.6790 -0.9442 1.1558
H 3.0461 0.7927 1.1754
H 1.9093 -2.2761 -0.9429
H 2.2672 -4.3003 -2.2536
H 4.4516 -4.7194 -3.3292
H 6.2755 -3.0560 -3.0886
H 5.8915 -0.9832 -1.8279
O -2.7124 1.9367 5.0604
C -3.4582 2.6080 4.4307
O -3.1028 3.7180 3.7446
C -4.1966 4.1130 2.9147
C -5.3811 3.4956 3.6363
O -4.7858 2.3666 4.2820
H -4.2419 5.1964 2.8476
H -4.0496 3.6926 1.9185
H -5.7955 4.1576 4.3987
H -6.1758 3.1689 2.9712
*
```

Mulliken population analysis, charges in e, atoms 1 to 8:
1 N -0.69
2 P 0.33
3 O -0.54
4 C 1.18
5 C -1.11
6 C -1.00
7 O -0.39
8 C 0.22

# 7
The following is a DFT calculation (ωB97M-V/def2-TZVPD) of a cluster of 2 separate species, C18H27N3O4 in total.

Properties
- ΔE to the lowest compared entry with this formula, charge and spin: 166.3 kJ/mol
- LUMO level: 0.3774 eV
- Kohn-Sham gap: 7.94 eV
- Structure (SMILES): CNC(=O)[C@H](Cc1ccccc1)NC(C)=O.C/C=C(/N)CCC(=O)O

The geometry in ORCA input format:
```
! RIJCOSX wB97M-V def2-TZVPD def2/J DEFGRID3
* xyz 0 1
C 2.8782 1.4248 -0.4994
N 1.6224 1.9182 -1.0653
C 0.7937 2.8346 -0.5527
O -0.2083 3.1494 -1.1870
C 1.0747 3.4787 0.8223
C 0.2554 2.7978 1.9336
C 0.6204 1.3489 2.1909
C 1.5826 1.0250 3.1663
C 1.9282 -0.3186 3.3976
C 1.3164 -1.3413 2.6517
C 0.3508 -1.0209 1.6815
C 0.0006 0.3218 1.4558
N 0.7374 4.9071 0.7900
C 1.3030 5.9017 1.4712
C 2.4588 5.6151 2.4104
O 0.9043 7.0474 1.3420
H 3.3157 0.6840 -1.1704
H 2.7011 0.9511 0.4675
H 3.5866 2.2462 -0.3800
H 1.3358 1.5488 -1.9595
H 2.1322 3.3628 1.0494
H -0.8032 2.8519 1.6736
H 0.3829 3.3515 2.8640
H 2.0538 1.8076 3.7435
H 2.6619 -0.5657 4.1520
H 1.5799 -2.3742 2.8318
H -0.1354 -1.8058 1.1205
H -0.7538 0.5653 0.7215
H -0.0147 5.1767 0.1710
H 3.2920 5.2022 1.8473
H 2.1388 4.9197 3.1825
H 2.7697 6.5503 2.8741
C -1.0845 -6.3380 -2.9731
C -1.9863 -5.2564 -3.5163
C -2.3067 -4.0815 -2.8722
N -3.0797 -3.1755 -3.5781
C -1.8520 -3.7492 -1.4655
C -2.8841 -2.9299 -0.6643
C -2.7074 -1.4159 -0.7670
O -2.9853 -0.7620 0.2204
O -2.2772 -0.8568 -1.9219
H -1.6843 -7.1719 -2.5967
H -0.4426 -5.9741 -2.1672
H -0.4361 -6.7100 -3.7719
H -2.3820 -5.4114 -4.5154
H -3.0236 -2.1998 -3.2719
H -3.1976 -3.3427 -4.5755
H -0.8984 -3.2135 -1.5080
H -1.6825 -4.6792 -0.9172
H -3.8971 -3.1941 -0.9797
H -2.7895 -3.2001 0.3912
H -2.2647 0.0996 -1.7473
*
```

Mulliken population analysis, charges in e, atoms 1 to 8:
1 C -0.77
2 N -0.06
3 C -0.08
4 O -0.71
5 C 0.33
6 C -1.46
7 C 0.15
8 C -0.16

# 8
The following is a DFT calculation (ωB97M-V/def2-TZVPD) of an isolated molecule of C18H27N3O5S.

Properties
- ΔE to the lowest compared entry with this formula, charge and spin: 18.5 kJ/mol
- LUMO level: 0.6612 eV
- Kohn-Sham gap: 9.91 eV
- Structure (SMILES): CCOC(=O)N1CCN(C(=O)CNS(=O)(=O)c2c(C)cc(C)cc2C)CC1

The geometry in ORCA input format:
```
! RIJCOSX wB97M-V def2-TZVPD def2/J DEFGRID3
* xyz 0 1
C -3.3966 -0.8431 -2.5864
C -3.3272 -2.0637 -1.6793
O -3.0729 -1.7073 -0.3199
C -1.8235 -1.3153 -0.0283
O -0.9085 -1.3162 -0.8238
N -1.6845 -0.9905 1.2885
C -0.5491 -0.1762 1.6740
C -1.0245 1.2888 1.8655
N -2.2910 1.4614 1.1928
C -2.4568 1.8861 -0.0823
O -3.5394 1.8454 -0.6369
C -1.2374 2.4695 -0.7881
N -0.1498 1.5198 -0.8407
S 1.4038 2.1476 -0.8393
O 1.8035 2.6121 -2.1409
O 1.3768 3.1350 0.2048
C 2.3479 0.6854 -0.3849
C 2.3697 -0.3786 -1.2863
C 1.6782 -0.3494 -2.6126
C 3.0521 -1.5359 -0.9328
C 3.7106 -1.6541 0.2810
C 4.4385 -2.9153 0.6292
C 3.6926 -0.5701 1.1444
C 3.0241 0.6085 0.8327
C 3.0784 1.7339 1.8159
C -3.3604 0.7019 1.8135
C -2.8514 -0.7291 2.1052
H -2.4031 -0.4277 -2.7343
H -3.8058 -1.1287 -3.5512
H -4.0255 -0.0766 -2.1394
H -2.5475 -2.7533 -2.0202
H -4.2882 -2.5807 -1.6438
H 0.1934 -0.2448 0.8793
H -0.1252 -0.5724 2.6013
H -1.1935 1.4968 2.9273
H -0.2841 1.9876 1.4828
H -1.5636 2.7959 -1.7839
H -0.8654 3.3406 -0.2416
H -0.2978 0.7518 -1.4757
H 1.5680 0.6651 -2.9804
H 2.2476 -0.9277 -3.3378
H 0.7003 -0.8208 -2.5124
H 3.0647 -2.3646 -1.6254
H 5.3053 -3.0373 -0.0194
H 3.7920 -3.7787 0.4852
H 4.7797 -2.8982 1.6608
H 4.2168 -0.6370 2.0868
H 3.4186 2.6477 1.3365
H 3.7529 1.4849 2.6322
H 2.0919 1.9409 2.2239
H -3.6773 1.1983 2.7358
H -4.1942 0.6879 1.1097
H -3.6204 -1.4685 1.8900
H -2.5427 -0.8312 3.1487
*
```

Mulliken population analysis, charges in e, atoms 1 to 8:
1 C -0.92
2 C -0.31
3 O -0.43
4 C 0.55
5 O -0.60
6 N 0.13
7 C 0.34
8 C -0.74